1.
Here is 2 unconnected molecules or ions with the total composition C6H14N2O2 in a non-equilibrium geometry from the OMol25 dataset. Energies are from wB97M-V/def2-TZVPD.

Results
* SMILES: CNC(C)=O.CNC(C)=O
* charge: 0
* energy above the lowest of the compared OMol25 structures with the same formula, charge and spin: 36.1 kcal/mol
* maximum force: 2.31 eV Å⁻¹
* multiplicity: 1
* Kohn-Sham gap: 0.3576 hartree
* total energy: -497.0000 a.u.

CARTESIAN COORDINATES (ANGSTROEM)
C (-1.548, 2.203, 2.497)
N (-0.322, 1.401, 2.747)
C (-0.161, 0.320, 1.862)
C (1.217, -0.279, 1.804)
O (-1.064, -0.067, 1.147)
H (-1.367, 3.131, 1.941)
H (-2.157, 1.629, 1.781)
H (-2.198, 1.995, 3.352)
H (0.478, 1.785, 3.224)
H (1.901, 0.463, 1.359)
H (1.527, -0.669, 2.764)
H (1.267, -1.232, 1.246)
C (-1.119, -1.898, -1.302)
N (0.101, -1.078, -1.417)
C (0.428, -0.822, -2.724)
C (1.512, 0.193, -3.031)
O (-0.014, -1.476, -3.648)
H (-1.985, -1.313, -1.659)
H (-0.911, -2.839, -1.804)
H (-1.405, -2.052, -0.263)
H (0.465, -0.727, -0.554)
H (2.450, -0.109, -2.587)
H (1.305, 1.187, -2.638)
H (1.602, 0.255, -4.098)

Atomic partial charges in e from the natural (NBO) method, atoms 1 to 2: C -0.47; N -0.64

=====

2.
Here is a molecular structure, C40H73BBrFN22O12S2 in a non-equilibrium geometry from the OMol25 dataset. Energies are from wB97M-V/def2-TZVPD.

Results
* charge: 0
* maximum force: 19.81 eV Å⁻¹
* multiplicity: 1
* Kohn-Sham gap: 0.2356 hartree
* total energy: -7170.3910 a.u.

CARTESIAN COORDINATES (ANGSTROEM)
C (-1.595, -0.050, -0.946)
C (-2.880, -0.775, -1.367)
C (-3.317, -0.619, -2.834)
C (-2.253, -0.529, -3.904)
O (-1.719, -1.806, -4.311)
C (-0.733, -2.282, -3.487)
C (-1.055, -3.359, -2.654)
B (-2.506, -4.028, -2.700)
O (-3.002, -4.448, -3.893)
C (-3.424, -4.265, -1.435)
C (-3.788, -5.765, -1.280)
C (-0.058, -3.849, -1.807)
C (1.210, -3.264, -1.776)
C (1.487, -2.198, -2.636)
Br (3.222, -1.418, -2.628)
C (0.539, -1.697, -3.515)
C (0.813, -0.602, -4.482)
C (0.952, -0.880, -5.830)
C (1.170, 0.199, -6.667)
C (1.236, 1.465, -6.131)
N (1.137, 1.768, -4.835)
C (0.931, 0.710, -4.053)
N (2.252, -3.707, -0.916)
F (2.715, -4.966, -1.493)
C (1.815, -4.039, 0.397)
C (2.616, -3.620, 1.460)
C (3.859, -2.813, 1.190)
C (5.139, -3.626, 1.108)
C (5.142, -5.089, 1.406)
N (6.236, -3.065, 0.803)
C (2.222, -3.954, 2.762)
S (3.309, -3.363, 4.051)
C (1.049, -4.681, 3.018)
C (0.630, -5.063, 4.413)
C (-0.587, -4.358, 4.925)
N (-1.118, -3.361, 4.360)
C (0.249, -5.095, 1.934)
C (-1.005, -5.893, 2.187)
O (-0.703, -7.173, 2.732)
C (-0.360, -8.132, 1.728)
C (0.678, -9.062, 2.304)
C (0.651, -4.759, 0.646)
S (-0.341, -5.231, -0.753)
H (-0.744, -0.715, -1.097)
H (-1.634, 0.204, 0.105)
H (-1.427, 0.854, -1.526)
H (-2.796, -1.811, -1.055)
H (-3.684, -0.350, -0.768)
H (-4.041, -1.391, -3.087)
H (-3.863, 0.324, -2.893)
H (-2.728, -0.141, -4.803)
H (-1.461, 0.169, -3.663)
H (-2.345, -4.406, -4.594)
H (-2.877, -3.959, -0.548)
H (-4.325, -3.663, -1.548)
H (-3.554, -6.300, -2.196)
H (-4.850, -5.897, -1.095)
H (-3.239, -6.224, -0.465)
H (0.866, -1.893, -6.188)
H (1.289, 0.061, -7.729)
H (1.383, 2.299, -6.806)
H (0.847, 0.904, -2.991)
H (3.746, -2.266, 0.263)
H (3.984, -2.074, 1.977)
H (4.554, -5.641, 0.677)
H (6.170, -5.428, 1.327)
H (4.820, -5.270, 2.427)
H (6.060, -2.069, 0.655)
H (3.167, -4.277, 5.015)
H (0.400, -6.129, 4.402)
H (1.410, -4.927, 5.150)
H (-1.017, -4.778, 5.836)
H (-1.930, -3.076, 4.902)
H (-1.572, -6.035, 1.271)
H (-1.648, -5.356, 2.871)
H (-1.264, -8.678, 1.447)
H (0.024, -7.650, 0.828)
H (0.953, -9.850, 1.617)
H (0.261, -9.526, 3.192)
H (1.548, -8.492, 2.619)
C (-1.507, 2.866, 2.271)
O (-2.190, 2.593, 1.295)
N (-1.073, 4.132, 2.518)
N (-1.135, 1.923, 3.196)
H (-0.535, 4.401, 3.322)
H (-1.326, 4.835, 1.847)
H (-1.444, 0.981, 3.044)
H (-0.580, 2.130, 4.003)
C (10.000, -3.467, 2.876)
O (10.968, -3.720, 3.573)
N (9.094, -2.493, 3.196)
N (9.729, -4.133, 1.714)
H (8.294, -2.282, 2.629)
H (9.251, -1.979, 4.041)
H (10.365, -4.857, 1.441)
H (8.930, -3.932, 1.136)
C (-1.323, 7.642, 3.408)
O (-0.508, 7.156, 4.187)
N (-2.294, 8.516, 3.819)
N (-1.342, 7.362, 2.085)
H (-2.964, 8.920, 3.193)
H (-2.321, 8.750, 4.793)
H (-0.648, 6.724, 1.745)
H (-2.008, 7.747, 1.430)
C (-1.316, 9.994, -0.269)
O (-2.239, 9.342, 0.191)
N (-0.011, 9.683, -0.015)
N (-1.516, 11.083, -1.065)
H (0.765, 10.199, -0.385)
H (0.163, 8.892, 0.579)
H (-2.465, 11.332, -1.275)
H (-0.772, 11.631, -1.457)
C (-4.575, 6.308, 0.531)
O (-3.384, 6.143, 0.742)
N (-5.532, 5.481, 1.051)
N (-5.009, 7.310, -0.279)
H (-6.512, 5.589, 0.877)
H (-5.216, 4.725, 1.632)
H (-4.307, 7.917, -0.685)
H (-5.968, 7.446, -0.531)
C (-0.118, 14.689, 0.333)
O (-0.217, 14.740, -0.882)
N (0.191, 15.786, 1.090)
N (-0.308, 13.529, 1.026)
H (0.277, 15.764, 2.088)
H (0.336, 16.651, 0.605)
H (-0.537, 12.716, 0.484)
H (-0.232, 13.449, 2.022)
C (-2.789, 6.901, -3.163)
O (-3.168, 8.023, -2.839)
N (-2.827, 5.850, -2.304)
N (-2.277, 6.619, -4.399)
H (-2.499, 4.927, -2.536)
H (-3.190, 6.023, -1.383)
H (-2.222, 7.370, -5.060)
H (-1.957, 5.702, -4.654)
C (1.565, -12.821, 3.633)
O (1.553, -11.836, 2.917)
N (2.653, -13.645, 3.728)
N (0.491, -13.183, 4.401)
H (2.684, -14.459, 4.311)
H (3.456, -13.407, 3.178)
H (-0.322, -12.600, 4.353)
H (0.480, -13.988, 4.996)
C (-1.338, 2.596, -4.505)
O (-1.676, 3.450, -3.698)
N (-2.175, 2.149, -5.487)
N (-0.100, 2.027, -4.475)
H (-1.920, 1.450, -6.157)
H (-3.093, 2.551, -5.525)
H (0.530, 2.335, -3.755)
H (0.203, 1.323, -5.120)

Atomic partial charges in e from the Mulliken method, atoms 1 to 2: C -0.51; C 0.27

=====

3.
Here is C26H33N3O5 in the gas phase from the OMol25 dataset. Energies are from wB97M-V/def2-TZVPD.

Results
* SMILES: CCOC(=O)[C@@H]1CCCN(C(=O)c2ccc(CNc3c(N4CCC(C)CC4)c(=O)c3=O)cc2)C1
* charge: 0
* energy above the lowest of the compared OMol25 structures with the same formula, charge and spin: 29.4 kcal/mol
* maximum force: 0.84 eV Å⁻¹
* multiplicity: 1
* Kohn-Sham gap: 0.3013 hartree
* total energy: -1551.0439 a.u.

CARTESIAN COORDINATES (ANGSTROEM)
C (-4.012, 2.275, -2.517)
C (-2.618, 1.711, -2.318)
O (-2.741, 0.422, -1.699)
C (-1.623, -0.221, -1.408)
O (-0.514, 0.198, -1.637)
C (-1.892, -1.549, -0.729)
C (-2.971, -2.378, -1.431)
C (-3.222, -3.671, -0.655)
C (-3.567, -3.366, 0.805)
N (-2.524, -2.553, 1.395)
C (-1.603, -3.129, 2.211)
O (-1.721, -4.258, 2.644)
C (-0.435, -2.244, 2.529)
C (-0.504, -1.290, 3.535)
C (0.540, -0.403, 3.721)
C (1.664, -0.460, 2.910)
C (2.722, 0.616, 2.985)
N (2.973, 1.211, 1.681)
C (1.946, 1.830, 1.044)
C (1.729, 2.310, -0.256)
N (2.435, 2.401, -1.382)
C (3.751, 1.835, -1.544)
C (3.655, 0.446, -2.195)
C (2.444, 0.392, -3.143)
C (2.656, -0.655, -4.232)
C (2.208, 1.781, -3.739)
C (1.785, 2.755, -2.631)
C (0.375, 2.771, 0.097)
O (-0.542, 3.278, -0.514)
C (0.631, 2.285, 1.503)
O (0.027, 2.269, 2.554)
C (1.762, -1.468, 1.958)
C (0.721, -2.356, 1.768)
C (-2.339, -1.292, 0.723)
H (-4.603, 1.616, -3.149)
H (-4.509, 2.380, -1.557)
H (-3.941, 3.251, -2.986)
H (-2.097, 1.586, -3.274)
H (-2.015, 2.358, -1.674)
H (-0.946, -2.100, -0.708)
H (-2.659, -2.610, -2.452)
H (-3.890, -1.791, -1.483)
H (-4.037, -4.231, -1.114)
H (-2.325, -4.293, -0.680)
H (-3.638, -4.286, 1.386)
H (-4.515, -2.822, 0.866)
H (-1.391, -1.220, 4.147)
H (0.461, 0.368, 4.472)
H (2.382, 1.408, 3.655)
H (3.670, 0.218, 3.357)
H (3.624, 0.705, 1.096)
H (4.318, 2.510, -2.192)
H (4.260, 1.800, -0.580)
H (3.547, -0.328, -1.432)
H (4.575, 0.244, -2.747)
H (1.553, 0.126, -2.568)
H (3.496, -0.384, -4.869)
H (1.768, -0.742, -4.853)
H (2.859, -1.628, -3.790)
H (1.420, 1.735, -4.491)
H (3.119, 2.126, -4.235)
H (2.054, 3.784, -2.902)
H (0.708, 2.707, -2.475)
H (2.647, -1.549, 1.343)
H (0.795, -3.126, 1.013)
H (-1.605, -0.680, 1.248)
H (-3.295, -0.757, 0.711)

Atomic partial charges in e from the natural (NBO) method, atoms 1 to 2: C -0.62; C -0.09

=====

4.
Here is a molecular structure, C17H15I2N3Pt in a non-equilibrium geometry from the OMol25 dataset. Energies are from wB97M-V/def2-TZVPD.

Results
* charge: +2
* maximum force: 5.14 eV Å⁻¹
* multiplicity: 1
* Kohn-Sham gap (alpha / beta): 0.2469 / 0.2468 hartree
* total energy: -1535.2523 a.u.

CARTESIAN COORDINATES (ANGSTROEM)
Pt (-0.637, -0.705, -0.716)
C (1.384, -2.721, -2.186)
C (1.941, -1.346, -2.321)
C (2.992, -1.033, -3.187)
C (3.463, 0.266, -3.228)
C (2.922, 1.227, -2.381)
C (1.879, 0.862, -1.540)
N (1.400, -0.398, -1.567)
C (1.253, 1.734, -0.534)
C (1.688, 3.001, -0.149)
C (1.028, 3.642, 0.890)
C (-0.013, 3.009, 1.557)
C (-0.392, 1.735, 1.135)
N (0.220, 1.176, 0.094)
C (-1.373, 0.858, 1.793)
C (-2.217, 1.240, 2.825)
C (-3.027, 0.279, 3.422)
C (-2.950, -1.036, 2.999)
C (-2.081, -1.367, 1.954)
C (-1.904, -2.765, 1.470)
N (-1.355, -0.420, 1.371)
H (1.148, -3.147, -3.158)
H (0.479, -2.699, -1.560)
H (2.109, -3.381, -1.710)
H (3.417, -1.800, -3.818)
H (4.258, 0.535, -3.908)
H (3.313, 2.232, -2.380)
H (2.525, 3.477, -0.631)
H (1.334, 4.632, 1.195)
H (-0.492, 3.489, 2.394)
H (-2.241, 2.263, 3.158)
H (-3.687, 0.555, 4.231)
H (-3.542, -1.811, 3.461)
H (-2.853, -3.221, 1.191)
H (-1.478, -3.376, 2.266)
H (-1.205, -2.783, 0.622)
I (-2.662, -1.469, -2.353)
I (-4.644, -0.732, -0.701)

Atomic partial charges in e from the natural (NBO) method, atoms 1 to 2: Pt 0.84; C -0.65

=====

Question: Which of these has the highest maximum force?
Answer: C40H73BBrFN22O12S2

=====

Question: What is the multiplicity in the first record?
Answer: 1

=====

Question: Which value of total energy does entry 4 give?
Answer: -1535.2523 a.u.